Density functional theory data (ωB97M-V/def2-TZVPD) for a 15-piece molecular cluster, C45H117N3O24 overall at a distorted geometry.

Values from the calculation:
* ΔE to the lowest compared entry with this formula, charge and spin: 132.6 kcal per mole
* HOMO: -7.87 eV

Geometry as XYZ:
```
189
Properties=species:S:1:pos:R:3:forces:R:3:mulliken_charge:R:1
O 1.8005 -3.9454 -7.8025 -0.215 0.101 -0.011 -0.64
H 2.0888 -4.8355 -8.0047 0.038 -0.273 -0.056 0.32
H 2.5893 -3.5029 -7.4893 0.181 0.155 0.081 0.31
O -2.9364 -8.9183 -2.6946 -0.120 0.129 -0.219 -0.63
H -2.4768 -8.6379 -1.9031 0.118 0.125 0.254 0.32
H -2.8188 -9.8680 -2.7167 0.008 -0.244 -0.025 0.32
O 6.8573 2.9903 -1.0215 -0.045 0.026 -0.251 -0.63
H 7.2741 3.7129 -0.5520 0.109 0.195 0.083 0.31
H 6.7038 2.3250 -0.3506 -0.057 -0.236 0.163 0.32
C 9.3507 1.5245 -6.7465 -1.327 0.140 -0.475 -1.81
C 8.2899 2.5915 -7.2391 0.193 -0.525 0.216 1.35
C 8.5884 2.9506 -8.7273 -0.207 -0.854 -0.497 -1.23
C 7.5237 3.7333 -9.4707 -1.221 -0.437 0.103 -0.66
C 6.2054 2.9503 -9.4445 0.220 -0.724 1.721 -1.16
C 5.7893 2.5722 -7.9314 -1.732 0.479 -0.933 1.40
N 6.8641 2.0077 -7.1362 1.961 -0.699 -2.907 0.21
O 6.4131 1.4698 -5.9154 1.064 0.868 -0.172 -0.46
C 5.2054 3.8132 -7.2349 -0.677 0.412 -0.421 -1.68
C 4.6560 1.4733 -8.1045 1.316 0.145 0.712 -1.82
C 8.3846 3.9090 -6.4686 -0.138 0.623 -0.168 -1.34
H 9.1984 1.3172 -5.6873 0.212 0.048 0.023 0.37
H 10.3915 1.7661 -6.9622 -0.120 0.636 0.203 0.35
H 9.1921 0.5915 -7.2873 -0.316 -0.066 0.021 0.44
H 9.5506 3.4182 -8.9359 0.209 0.389 1.019 0.42
H 8.7307 2.0397 -9.3088 -0.321 -0.527 0.158 0.40
H 7.8611 3.8585 -10.4996 -0.060 0.325 -0.004 0.39
H 7.2677 4.6948 -9.0257 0.550 0.295 -0.114 0.30
H 6.2788 2.0257 -10.0170 0.226 -0.160 0.060 0.40
H 5.3505 3.4805 -9.8641 0.118 0.253 0.060 0.45
H 5.9328 4.6131 -7.0963 0.046 -0.261 0.408 0.32
H 4.4188 4.3074 -7.8051 -0.151 -0.240 -0.467 0.41
H 4.6811 3.5373 -6.3201 0.491 0.017 0.346 0.36
H 5.2176 0.6271 -8.5002 -0.407 -0.176 -0.417 0.47
H 4.2580 1.1153 -7.1551 0.072 0.320 0.178 0.39
H 3.8030 1.7638 -8.7177 0.330 0.182 -0.242 0.35
H 7.8777 3.9048 -5.5037 -0.028 -0.042 0.080 0.25
H 7.9185 4.6562 -7.1109 -0.252 0.127 0.408 0.32
H 9.3780 4.3332 -6.3226 0.339 -0.596 0.087 0.41
H 6.7540 2.1415 -5.3202 -0.396 0.039 1.037 0.39
C -2.4060 -1.1143 2.9849 0.189 -0.328 -1.912 -1.91
C -1.5899 -0.5911 1.7031 -0.481 2.186 0.742 1.41
C -0.0892 -0.7333 2.0530 -0.999 -0.698 0.361 -1.20
C 0.8512 -0.5232 0.8890 -0.488 -0.887 0.270 -0.65
C 0.5001 -1.5915 -0.1689 -0.003 1.335 0.082 -1.30
C -0.9917 -1.4067 -0.6820 0.600 -0.190 0.954 1.53
N -1.8814 -1.3590 0.5076 0.877 -2.001 0.703 0.37
O -3.2585 -1.3749 0.1938 0.255 0.526 -0.293 -0.49
C -1.1714 -0.1292 -1.5312 0.130 -0.503 -0.663 -1.66
C -1.2366 -2.6885 -1.4892 -0.159 0.554 -0.713 -1.92
C -1.9514 0.9222 1.3956 -0.608 -0.039 0.372 -1.58
H -3.4769 -1.1470 2.7847 -0.113 0.802 0.116 0.44
H -2.1549 -0.5721 3.8966 -0.090 0.086 -0.211 0.36
H -2.2260 -2.1810 3.1185 0.665 -0.076 0.136 0.44
H 0.1742 -0.1601 2.9419 -0.216 0.475 -0.147 0.46
H -0.0622 -1.7623 2.4114 0.573 -0.336 -0.143 0.43
H 1.8652 -0.6565 1.2658 0.169 0.172 -0.276 0.39
H 0.7077 0.4937 0.5236 0.325 -0.030 -0.233 0.27
H 0.7284 -2.5901 0.2035 -0.745 -0.111 0.525 0.47
H 1.2441 -1.5576 -0.9648 -0.420 0.516 -0.662 0.47
H -0.7500 -0.2941 -2.5229 0.171 0.032 -0.090 0.42
H -2.2293 0.0737 -1.6977 -0.087 -0.081 0.195 0.38
H -0.7177 0.7772 -1.1304 0.065 -0.281 0.109 0.27
H -1.0708 -3.6047 -0.9225 -0.124 0.188 0.202 0.42
H -2.1975 -2.7272 -2.0023 -0.203 0.055 0.287 0.39
H -0.5020 -2.6576 -2.2939 0.133 -0.196 -0.091 0.43
H -2.0008 1.6147 2.2360 0.562 -0.262 0.471 0.41
H -2.9692 1.0207 1.0182 -0.135 -0.513 -0.249 0.38
H -1.3315 1.3841 0.6271 0.216 -0.223 0.242 0.22
H -3.5666 -2.1919 0.5928 -0.060 -0.170 -0.079 0.35
C -0.4178 10.1731 -3.5044 -1.350 -0.142 -1.217 -1.92
C -0.8751 8.8079 -2.9333 0.471 -0.119 -0.856 1.58
C 0.0754 8.6077 -1.7529 -0.107 -1.739 1.424 -1.29
C -0.3412 7.4283 -0.8024 -0.120 0.308 -0.501 -0.65
C -1.7254 7.7507 -0.3125 -0.811 0.578 -0.911 -1.32
C -2.7678 7.9072 -1.4662 -1.482 0.392 -0.181 1.83
N -2.2690 8.9303 -2.4353 1.330 0.476 1.712 0.02
O -3.1940 9.4209 -3.3728 0.465 -0.621 0.470 -0.42
C -3.0986 6.6091 -2.1587 0.097 -1.699 -0.626 -1.69
C -4.1514 8.3475 -0.8614 1.170 0.955 0.484 -1.95
C -0.6584 7.6699 -4.0124 -0.817 0.596 0.791 -1.54
H -0.7856 10.3168 -4.5204 -0.082 -0.306 -0.301 0.42
H 0.6624 10.2826 -3.6010 -0.047 0.019 0.573 0.37
H -0.9584 10.9730 -2.9986 0.635 0.066 0.566 0.45
H 1.0916 8.3960 -2.0855 -0.019 0.325 -0.377 0.46
H 0.0708 9.5314 -1.1743 0.128 0.016 0.105 0.43
H 0.2764 7.2180 0.0707 0.496 0.767 0.001 0.37
H -0.3038 6.4509 -1.2833 -0.194 0.041 -0.584 0.33
H -1.6811 8.7539 0.1114 -0.070 -0.023 0.517 0.37
H -2.0656 7.0310 0.4321 -0.272 0.041 -0.067 0.41
H -3.9959 6.0794 -1.8388 -0.212 0.419 0.487 0.45
H -3.2815 6.7567 -3.2231 0.162 0.039 -0.157 0.31
H -2.3448 5.8292 -2.0514 0.416 0.154 -0.234 0.28
H -5.0193 8.1816 -1.4996 0.232 -0.309 0.033 0.38
H -4.2121 7.8518 0.1074 -0.473 -0.467 -0.191 0.45
H -4.1735 9.4010 -0.5823 0.254 0.243 -0.256 0.44
H -1.4135 7.7552 -4.7939 0.132 0.310 -0.318 0.35
H -0.8569 6.6810 -3.5992 0.461 0.005 0.183 0.32
H 0.3383 7.7377 -4.4485 -0.077 -0.076 0.009 0.41
H -3.2986 8.7036 -4.0023 -0.315 -0.258 -0.578 0.35
C 4.5446 5.2590 5.6059 0.399 0.969 -0.786 -0.55
C 3.9539 4.2886 6.5383 -0.932 -0.983 -0.478 -0.19
O 2.5594 4.4272 6.6816 -0.755 -0.102 0.251 -0.52
O 4.7648 6.4997 6.2053 0.449 0.822 1.135 -0.51
H 3.8532 5.4488 4.7850 -0.236 -0.612 -0.303 0.36
H 5.4250 4.7753 5.1827 0.534 0.382 -0.007 0.30
H 4.3830 4.1502 7.5307 0.518 0.372 -0.173 0.28
H 4.1144 3.3929 5.9382 -0.190 -0.729 0.500 0.22
H 2.2681 5.3210 6.4870 0.235 0.134 0.098 0.32
H 5.0795 7.1798 5.6052 -0.025 -0.255 -0.242 0.30
C -6.7181 -6.2955 -8.3979 0.111 -1.056 0.022 -0.28
C -5.9653 -6.4711 -7.1105 0.402 -0.003 1.096 -0.47
O -4.7899 -7.3439 -7.2584 -1.437 0.634 -0.155 -0.59
O -5.7391 -6.1081 -9.3647 0.654 0.852 -0.961 -0.50
H -7.3381 -5.4087 -8.2663 -0.277 -0.039 -0.207 0.24
H -7.2868 -7.1555 -8.7515 -0.533 -0.093 0.565 0.27
H -6.5808 -6.7634 -6.2597 -0.101 -0.325 -0.117 0.40
H -5.6426 -5.4500 -6.9072 0.512 0.044 0.325 0.29
H -4.4626 -7.5389 -6.3772 0.065 0.062 0.043 0.30
H -4.9377 -6.3676 -8.9042 0.615 -0.083 -0.585 0.34
C 2.5467 -8.6392 -3.9718 0.196 0.190 0.037 -0.52
C 2.0895 -8.8876 -5.4191 0.382 -0.019 1.764 -0.16
O 3.0596 -8.3929 -6.2654 1.159 0.819 -1.301 -0.47
O 3.7698 -9.3259 -3.6015 -1.134 -0.255 0.226 -0.51
H 1.7699 -8.8868 -3.2484 0.201 -0.712 -0.009 0.33
H 2.6484 -7.5664 -3.8082 0.363 0.257 -0.308 0.31
H 1.2010 -8.2796 -5.5892 -0.334 -0.540 -0.050 0.27
H 2.0074 -9.9599 -5.5972 -0.719 -0.099 0.084 0.23
H 3.9119 -8.5279 -5.8447 0.122 -0.034 -0.311 0.24
H 4.5518 -9.1229 -4.1199 -0.248 0.419 -0.143 0.30
C -4.0598 -2.7896 11.6860 -1.658 1.268 -0.629 -0.41
C -4.9793 -3.7569 12.3518 0.248 -1.293 0.944 -0.35
O -4.3579 -5.0808 12.4470 -0.687 1.073 -0.117 -0.51
O -4.1986 -2.7290 10.2606 1.767 -0.612 -0.081 -0.49
H -3.0546 -2.9310 12.0833 0.287 -0.527 -0.967 0.31
H -4.2889 -1.7864 12.0455 -0.309 0.189 0.287 0.29
H -5.9767 -3.8995 11.9360 0.102 0.439 -0.663 0.36
H -5.1879 -3.3532 13.3426 0.233 -0.216 0.441 0.23
H -5.0919 -5.6864 12.3199 0.244 -0.336 0.062 0.31
H -5.0935 -2.6421 9.9239 -0.192 0.013 0.680 0.26
C -7.5780 -4.4159 5.8470 -2.451 1.776 -0.484 -0.27
C -8.4911 -3.7497 6.8970 1.584 0.155 1.661 -0.43
O -7.8574 -2.5138 7.3077 0.079 0.175 -0.548 -0.52
O -7.8205 -3.7123 4.5886 0.595 -1.413 0.305 -0.52
H -7.9450 -5.4385 5.7597 0.196 -0.013 -0.503 0.28
H -6.5369 -4.4224 6.1698 -0.005 0.243 -0.050 0.24
H -8.4473 -4.3502 7.8056 -0.254 -0.538 0.033 0.24
H -9.5458 -3.5681 6.6904 0.180 -0.303 -0.811 0.36
H -8.5058 -1.8509 7.5560 -0.120 -0.123 -0.061 0.29
H -7.7961 -2.7595 4.7040 0.222 0.047 0.481 0.32
C 7.5797 -1.4921 2.9985 -0.725 0.069 0.038 -0.36
C 6.9911 -2.1726 4.2213 -0.201 1.007 -0.249 -0.33
O 7.8940 -2.1305 5.2884 0.877 -1.195 0.901 -0.54
O 7.3140 -0.0850 3.0293 0.068 -0.126 -0.354 -0.51
H 7.0893 -1.9088 2.1187 -0.038 0.353 -0.194 0.31
H 8.6472 -1.6944 2.9112 0.073 -0.068 0.115 0.25
H 6.6772 -3.1876 3.9779 0.573 -0.270 0.373 0.33
H 6.0779 -1.6581 4.5204 -0.255 0.167 -0.296 0.25
H 8.0411 -1.2774 5.7031 -0.511 0.146 -0.365 0.31
H 7.8582 0.3316 3.7016 0.133 -0.065 0.017 0.29
C -8.7681 2.7488 2.6665 -1.066 0.299 -0.081 -0.39
C -10.1097 3.3126 2.1949 0.707 -0.635 -1.358 -0.42
O -10.7888 4.0612 3.1352 -0.426 0.726 1.069 -0.51
O -8.9528 1.6745 3.5584 0.260 -0.736 0.005 -0.50
H -8.1133 3.4888 3.1268 -0.131 0.396 -0.112 0.28
H -8.2827 2.3911 1.7584 0.159 -0.329 0.205 0.28
H -10.7771 2.5140 1.8711 0.319 -0.701 0.037 0.30
H -9.9672 3.8864 1.2791 0.437 0.380 -0.149 0.33
H -11.6381 4.2261 2.7190 -0.219 0.291 0.436 0.32
H -9.4881 1.9433 4.3086 -0.039 0.298 -0.043 0.30
C 1.8392 -2.7846 9.9316 -0.957 0.903 0.855 -0.32
C 0.8321 -2.9407 8.7437 2.093 0.571 -0.471 -0.36
O -0.0603 -3.9902 8.8454 -1.025 -0.397 0.549 -0.50
O 1.5256 -1.7479 10.9313 -0.080 -0.303 -1.043 -0.54
H 2.8246 -2.5151 9.5517 -0.064 -0.058 -0.104 0.25
H 1.8989 -3.7187 10.4902 0.086 -0.284 -0.460 0.30
H 1.4550 -3.1737 7.8801 0.359 -0.306 -0.035 0.26
H 0.3593 -2.0299 8.3762 -0.145 0.434 0.771 0.34
H -0.8628 -3.6168 9.2172 -0.313 -0.333 0.116 0.28
H 1.2636 -2.1381 11.7684 -0.010 -0.235 -0.187 0.30
C -1.8176 -7.9815 4.0186 -3.244 0.118 -1.747 -0.36
C -1.9172 -9.0067 2.8720 0.698 0.430 1.018 -0.48
O -1.1293 -8.6045 1.7675 0.077 -0.373 -0.051 -0.51
O -0.7491 -8.0946 4.8533 1.467 -0.384 0.618 -0.50
H -2.7768 -8.0884 4.5251 -0.182 -0.219 0.701 0.31
H -1.9258 -6.9940 3.5701 0.426 0.290 -0.266 0.29
H -2.9462 -9.1553 2.5446 0.054 0.362 -0.010 0.34
H -1.5769 -9.9566 3.2843 0.081 -0.334 -0.098 0.27
H -0.2355 -8.6657 2.1125 0.356 0.166 -0.357 0.30
H -0.7901 -7.3459 5.4527 0.260 -0.042 0.167 0.32
```
Forces are in eV/Å.